Record 1
Computed, not measured: a 3-piece molecular cluster, C2H9N2S2 overall, with wB97M-V/def2-TZVPD.

Geometry as XYZ:
```
15
Properties=species:S:1:pos:R:3
C 2.823 1.008 0.740
C 0.201 0.387 0.470
N -0.016 -0.442 -0.501
N -2.478 -0.562 -1.401
S 0.271 1.990 2.962
S -0.821 1.318 1.324
H 2.623 2.122 0.912
H 2.694 0.190 1.426
H 3.307 0.851 -0.132
H 0.679 -0.889 -1.122
H -1.058 -0.512 -0.764
H -2.910 -1.375 -1.035
H -2.686 0.349 -1.103
H -2.814 -0.664 -2.397
H -0.548 1.701 3.945
```

Output
Calculated total energy in eV: -26859.74510
HOMO (spin up / spin down) in eV: -13.190 / -12.880
Max |F| in eV/Å: 4.30
Net charge: +1
Frontier orbital gap (spin up / spin down) in eV: 8.682 / 7.202

Here are the Mulliken charges for atoms 1 to 8, given in e:
1. C -0.830
2. C 0.476
3. N -0.276
4. N -0.848
5. S -0.158
6. S -0.017
7. H 0.290
8. H 0.458

***

Record 2
Computed, not measured: C12H36FInO6S6 as an isolated structure, with wB97M-V/def2-TZVPD.

Geometry as XYZ:
```
62
Properties=species:S:1:pos:R:3
In -2.927 -0.850 -0.307
F -7.170 0.159 -0.353
C 3.738 -4.264 0.743
S 3.551 -2.434 0.814
O 2.080 -2.182 0.741
C 4.250 -2.090 2.514
H 3.133 -4.649 1.563
H 4.767 -4.623 0.731
H 3.289 -4.542 -0.210
H 4.701 -1.098 2.559
H 5.116 -2.722 2.715
H 3.505 -2.267 3.289
C -5.530 3.318 -5.904
S -4.620 4.006 -4.472
O -3.619 2.900 -4.054
C -3.669 5.279 -5.424
H -6.180 4.067 -6.357
H -6.178 2.573 -5.442
H -4.884 2.725 -6.552
H -2.901 4.857 -6.072
H -3.256 5.978 -4.696
H -4.216 5.907 -6.127
C 2.976 3.907 0.280
S 1.838 3.471 -1.105
O 0.552 2.943 -0.448
C 1.525 5.204 -1.821
H 3.084 3.011 0.891
H 2.563 4.681 0.926
H 3.898 4.155 -0.246
H 0.770 5.134 -2.604
H 2.405 5.686 -2.248
H 1.219 5.888 -1.029
C -1.225 -6.961 4.231
S -2.279 -5.451 4.332
O -1.969 -4.718 3.031
C -3.899 -6.323 4.143
H -1.637 -7.814 4.770
H -0.184 -6.799 4.511
H -1.165 -7.230 3.176
H -4.050 -6.965 5.011
H -3.974 -6.900 3.221
H -4.749 -5.640 4.146
C 0.267 2.782 5.659
S -1.058 1.503 5.628
O -0.900 0.705 4.341
C -0.135 0.478 6.872
H 1.173 2.244 5.377
H 0.355 3.072 6.706
H 0.170 3.685 5.057
H 0.895 0.213 6.633
H -0.637 -0.467 7.082
H -0.062 0.920 7.865
C 3.138 -1.353 -5.048
S 1.342 -1.181 -5.418
O 0.620 -1.036 -4.081
C 1.428 0.558 -6.074
H 3.414 -0.682 -4.234
H 3.683 -1.116 -5.962
H 3.367 -2.395 -4.826
H 0.402 0.923 -6.109
H 1.915 0.703 -7.038
H 1.944 1.119 -5.295
```

Output
Calculated total energy in eV: -98185.98659
HOMO in eV: -12.814
Max |F| in eV/Å: 2.69
Net charge: +2
Frontier orbital gap in eV: 1.558

Here are the Mulliken charges for atoms 1 to 8, given in e:
1. In 0.987
2. F -0.384
3. C -0.875
4. S 0.521
5. O -0.483
6. C -0.876
7. H 0.301
8. H 0.369

***

Record 3
Computed, not measured: a 2-piece molecular cluster, C6H9N overall, with wB97M-V/def2-TZVPD.

Geometry as XYZ:
```
16
Properties=species:S:1:pos:R:3
C -1.408 0.057 -0.495
C -0.851 0.939 0.336
C -0.080 0.596 1.585
C -1.111 2.342 0.128
N -1.390 3.463 0.044
H -1.954 0.370 -1.380
H -1.321 -1.008 -0.308
H -0.742 0.719 2.448
H 0.776 1.264 1.729
H 0.282 -0.435 1.558
C 1.648 -0.831 -0.870
C 0.978 -1.964 -1.039
H 2.313 -0.678 -0.023
H 1.524 0.012 -1.545
H 0.299 -2.102 -1.879
H 1.047 -2.787 -0.332
```

Output
Calculated total energy in eV: -7856.02719
HOMO in eV: -9.826
Max |F| in eV/Å: 1.06
Structure (SMILES): C=C(C)C#N.C=C
Frontier orbital gap in eV: 10.462

Here are the Mulliken charges for atoms 1 to 8, given in e:
1. C -0.893
2. C 0.822
3. C -1.226
4. C 0.073
5. N -0.446
6. H 0.298
7. H 0.356
8. H 0.360

***

Record 4
Computed, not measured: a 2-piece molecular cluster, C4H12N2S overall, with wB97M-V/def2-TZVPD.

Geometry as XYZ:
```
19
Properties=species:S:1:pos:R:3
C -0.186 1.502 -0.592
N -0.368 0.097 -0.722
C 0.698 -0.870 -0.895
C 0.137 -2.260 -0.984
S -0.559 -2.742 1.835
C 0.063 2.091 0.835
N -0.302 1.229 1.939
H 0.644 1.750 -1.273
H -0.982 2.089 -1.063
H -1.076 -0.321 -0.132
H 1.394 -0.844 -0.046
H 1.198 -0.618 -1.834
H 0.880 -3.010 -1.238
H -0.365 -2.530 -0.018
H -0.713 -2.341 -1.666
H 1.074 2.457 1.012
H -0.560 2.987 0.881
H 0.286 0.413 2.032
H -1.264 0.921 1.931
```

Output
Calculated total energy in eV: -18153.96190
HOMO in eV: -8.564
Max |F| in eV/Å: 1.85
Frontier orbital gap in eV: 5.547

Here are the Mulliken charges for atoms 1 to 8, given in e:
1. C -0.742
2. N -0.262
3. C -0.230
4. C -0.734
5. S -0.163
6. C -0.453
7. N -0.609
8. H 0.319

***

Record 5
Computed, not measured: C37H31AuO2P2 as an isolated structure, with wB97M-V/def2-TZVPD.

Geometry as XYZ:
```
73
Properties=species:S:1:pos:R:3
Au 1.408 -0.829 0.840
O -1.654 -0.201 -1.209
C -1.335 0.366 -2.412
C -2.226 0.833 -3.374
C -1.754 1.369 -4.563
C -0.397 1.450 -4.823
C 0.484 1.007 -3.853
C 0.042 0.482 -2.641
P 1.347 -0.033 -1.460
C 2.254 -1.273 -2.449
C 1.805 -2.589 -2.327
C 2.400 -3.605 -3.056
C 3.460 -3.319 -3.905
C 3.918 -2.015 -4.024
C 3.315 -0.994 -3.303
C 2.469 1.401 -1.424
C 3.783 1.200 -1.002
C 4.636 2.283 -0.857
C 4.183 3.572 -1.106
C 2.867 3.779 -1.492
C 2.011 2.698 -1.649
C -2.888 -0.430 -0.639
C -4.106 -0.540 -1.295
C -5.269 -0.738 -0.562
C -5.233 -0.837 0.815
C -4.006 -0.772 1.459
C -2.824 -0.580 0.754
P -1.167 -0.611 1.566
C -1.035 1.128 2.136
C -0.593 1.515 3.397
C -0.421 2.858 3.705
C -0.677 3.836 2.758
C -1.109 3.463 1.492
C -1.288 2.124 1.187
C -1.492 -1.553 3.096
C -1.043 -2.874 3.082
C -1.245 -3.705 4.174
C -1.885 -3.218 5.303
C -2.326 -1.902 5.335
C -2.133 -1.075 4.239
H -3.288 0.811 -3.228
H -2.472 1.723 -5.291
H -0.031 1.859 -5.754
H 1.550 1.080 -4.029
H 0.995 -2.816 -1.643
H 2.047 -4.623 -2.949
H 3.937 -4.114 -4.464
H 4.750 -1.790 -4.678
H 3.684 0.020 -3.401
H 4.124 0.202 -0.748
H 5.654 2.118 -0.531
H 4.851 4.415 -0.986
H 2.503 4.783 -1.669
H 0.985 2.869 -1.948
H -4.190 -0.514 -2.365
H -6.208 -0.820 -1.093
H -6.140 -0.990 1.384
H -3.963 -0.897 2.531
H -0.368 0.770 4.147
H -0.077 3.135 4.693
H -0.539 4.882 3.001
H -1.307 4.215 0.739
H -1.619 1.851 0.192
H -0.515 -3.243 2.210
H -0.888 -4.726 4.148
H -2.033 -3.859 6.162
H -2.821 -1.516 6.217
H -2.481 -0.050 4.275
C 1.964 -1.146 2.904
H 3.010 -0.856 2.962
H 1.851 -2.213 3.088
H 1.358 -0.569 3.597
O 3.405 -1.662 0.614
```

Output
Calculated total energy in eV: -65233.15913
HOMO (spin up / spin down) in eV: -6.163 / -7.951
2S+1: 3
Max |F| in eV/Å: 0.65
⟨S²⟩: 2.02
Frontier orbital gap (spin up / spin down) in eV: 6.640 / 8.026

Here are the Mulliken charges for atoms 1 to 8, given in e:
1. Au 0.510
2. O 0.262
3. C 1.198
4. C -1.236
5. C -0.897
6. C -1.033
7. C -0.141
8. C 0.243

***

Record 6
Computed, not measured: C5H11NO4 as an isolated structure, with wB97M-V/def2-TZVPD.

Geometry as XYZ:
```
21
Properties=species:S:1:pos:R:3
C 1.896 1.464 0.798
N 1.035 0.324 1.079
C 0.544 -0.931 -0.199
O 1.468 -0.242 2.262
O 1.291 -0.677 -1.319
O 0.502 -2.051 0.286
H 1.090 -1.144 2.236
H 1.645 -1.536 -1.607
H 1.610 1.889 -0.160
H 1.738 2.214 1.576
H 2.944 1.156 0.788
C -1.186 0.654 -1.583
C -2.087 -0.952 0.189
C -0.992 0.037 -0.200
O -0.686 0.910 0.758
H -1.208 -0.115 -2.357
H -1.868 -1.395 1.159
H -2.129 1.209 -1.601
H -0.390 1.360 -1.819
H -2.178 -1.750 -0.551
H -3.042 -0.422 0.265
```

Output
Calculated total energy in eV: -15038.68069
HOMO (spin up / spin down) in eV: -8.904 / -8.904
Max |F| in eV/Å: 2.89
Frontier orbital gap (spin up / spin down) in eV: 8.146 / 8.142

Here are the Mulliken charges for atoms 1 to 8, given in e:
1. C -0.871
2. N 0.254
3. C 0.523
4. O -0.415
5. O -0.488
6. O -0.736
7. H 0.383
8. H 0.340

***

Record 7
Computed, not measured: a 2-piece molecular cluster, H4S2Si overall, with wB97M-V/def2-TZVPD.

Geometry as XYZ:
```
7
Properties=species:S:1:pos:R:3
Si -2.845 -0.969 0.507
S -1.709 0.481 -0.288
H -3.512 -0.917 1.953
H -3.286 -2.123 -0.305
S 2.253 1.521 -0.119
H 3.464 1.854 0.126
H 2.484 1.657 -1.394
```

Output
Calculated total energy in eV: -29612.01711
HOMO in eV: -9.226
Max |F| in eV/Å: 1.96
Structure (SMILES): [SiH2]=S.S
Frontier orbital gap in eV: 8.304

What are the Mulliken partial charges on each atom? They are as follows, in elementary charge units:
1. Si 0.347
2. S -0.288
3. H -0.022
4. H -0.036
5. S -0.264
6. H 0.134
7. H 0.130

***

Record 8
Computed, not measured: an isolated ion of composition C6H16N2 and charge +1, with wB97M-V/def2-TZVPD.

Geometry as XYZ:
```
24
Properties=species:S:1:pos:R:3
C -0.201 0.099 0.117
N -0.771 -1.117 0.712
C -2.152 -1.319 0.318
C -3.111 -0.161 0.623
C 1.326 0.022 0.089
N 1.750 1.025 -0.898
C 1.635 2.442 -0.515
C 2.007 -1.296 -0.242
H -0.576 0.985 0.625
H -0.525 0.175 -0.946
H -0.121 -1.834 0.430
H -2.346 -1.709 -0.685
H -2.518 -2.151 0.932
H -2.999 0.224 1.637
H -4.107 -0.605 0.645
H -3.103 0.625 -0.116
H 1.757 0.300 1.067
H 2.645 0.799 -1.312
H 2.581 2.974 -0.451
H 1.016 2.524 0.367
H 1.102 2.863 -1.380
H 1.885 -2.061 0.521
H 1.740 -1.672 -1.234
H 3.087 -1.133 -0.306
```

Output
Calculated total energy in eV: -9452.53615
HOMO (spin up / spin down) in eV: -13.263 / -12.587
2S+1: 2
Max |F| in eV/Å: 3.14
Net charge: +1
⟨S²⟩: 0.76
Frontier orbital gap (spin up / spin down) in eV: 10.428 / 4.601

Here are the Mulliken charges for atoms 1 to 8, given in e:
1. C -0.862
2. N -0.251
3. C -0.448
4. C -1.198
5. C 0.805
6. N -0.045
7. C -0.819
8. C -1.895

***

Record 9
Computed, not measured: C20H41BrF6GaN5O7P3S2Sb as an isolated structure, with wB97M-V/def2-TZVPD.

Geometry as XYZ:
```
87
Properties=species:S:1:pos:R:3
Ga -0.509 1.580 1.194
C -2.876 -1.209 3.371
N -2.146 -1.716 2.207
C -3.020 -2.053 1.072
P -0.619 -1.383 1.797
O -0.356 -0.297 0.776
O 0.063 -0.968 3.198
P 0.645 0.425 3.760
O 0.723 1.473 2.675
N -0.339 0.940 4.934
C -1.034 2.234 4.933
C -0.357 0.227 6.209
N 2.097 -0.036 4.308
C 2.584 -1.397 4.498
C 2.950 1.013 4.868
N 0.119 -2.726 1.280
C -0.130 -3.989 1.974
C 0.688 -2.862 -0.061
H -3.455 -2.028 3.799
H -3.544 -0.400 3.074
H -2.187 -0.831 4.122
H -3.734 -2.814 1.384
H -2.436 -2.451 0.240
H -3.556 -1.164 0.733
H -0.988 2.699 3.955
H -0.582 2.895 5.675
H -2.084 2.078 5.184
H 0.036 -0.784 6.098
H -1.386 0.148 6.562
H 0.231 0.754 6.965
H 1.909 -2.116 4.044
H 2.681 -1.621 5.563
H 3.566 -1.503 4.033
H 2.517 1.996 4.686
H 3.929 0.983 4.388
H 3.076 0.877 5.944
H -0.463 -3.812 2.994
H 0.796 -4.565 2.008
H -0.892 -4.578 1.458
H 0.830 -1.886 -0.516
H 0.023 -3.454 -0.697
H 1.651 -3.370 0.006
Br 2.940 0.624 0.566
C 2.097 1.985 -0.423
C 2.870 2.692 -1.332
C 2.248 3.591 -2.175
C 0.868 3.726 -2.120
C 0.182 2.997 -1.177
N 0.786 2.169 -0.304
C -1.316 3.109 -1.134
O -1.919 3.892 -1.791
O -1.894 2.204 -0.287
H 3.934 2.515 -1.373
H 2.829 4.157 -2.890
H 0.314 4.372 -2.784
F -2.067 1.258 2.124
Sb -3.227 3.051 1.049
F -4.270 1.481 1.158
F -3.563 3.342 2.862
F -2.817 4.870 0.895
F -1.004 3.362 1.631
F -4.469 3.459 -0.291
C -0.541 -3.330 -6.118
C -0.353 -3.207 -4.622
C 1.097 -3.230 -4.185
O -1.058 -2.019 -4.133
P -0.536 -0.545 -4.025
S -2.034 0.659 -3.555
S 0.556 -0.116 -2.444
O 0.141 -0.333 -5.431
C 0.971 0.763 -5.930
C 2.412 0.511 -5.540
C 0.458 2.121 -5.506
H -0.128 -4.281 -6.456
H -0.032 -2.524 -6.643
H -1.599 -3.305 -6.374
H -0.894 -4.010 -4.120
H 1.666 -2.425 -4.653
H 1.541 -4.177 -4.491
H 1.187 -3.138 -3.103
H 0.860 0.659 -7.009
H 2.535 0.570 -4.457
H 3.050 1.262 -6.007
H 2.740 -0.471 -5.880
H 0.536 2.250 -4.425
H -0.580 2.267 -5.798
H 1.065 2.884 -5.996
```

Output
Calculated total energy in eV: -237994.05686
HOMO (spin up / spin down) in eV: -11.068 / -11.163
2S+1: 2
Max |F| in eV/Å: 0.62
Net charge: +1
⟨S²⟩: 0.76
Frontier orbital gap (spin up / spin down) in eV: 7.673 / 6.743

Here are the Mulliken charges for atoms 1 to 8, given in e:
1. Ga 1.399
2. C -0.706
3. N 0.690
4. C -0.862
5. P -0.506
6. O 1.058
7. O -0.944
8. P 0.127

***

Record 10
Computed, not measured: C17H21BiN8O5S3 as an isolated structure, with wB97M-V/def2-TZVPD.

Geometry as XYZ:
```
55
Properties=species:S:1:pos:R:3
Bi 1.281 0.754 0.266
O 4.107 -1.454 1.953
C 2.842 -1.752 2.497
C 1.961 -2.599 1.579
N 1.635 -1.985 0.301
C 2.692 -2.207 -0.682
C 3.701 -1.089 -0.882
O 4.746 -1.323 -1.455
O 3.330 0.111 -0.475
C 0.319 -2.373 -0.239
C -0.855 -1.944 0.643
O -1.916 -2.592 0.413
O -0.671 -1.012 1.448
H 3.985 -0.669 1.401
H 2.283 -0.852 2.754
H 3.006 -2.279 3.427
H 1.023 -2.800 2.131
H 2.477 -3.596 1.426
H 2.206 -2.387 -1.659
H 3.245 -3.135 -0.500
H 0.241 -3.490 -0.387
H 0.213 -1.920 -1.250
S 2.739 1.993 1.964
C 2.868 3.314 0.810
S 2.167 3.051 -0.716
C 3.465 4.544 1.110
C 4.009 4.842 2.369
N 4.485 5.113 3.392
C 3.520 5.584 0.139
N 3.565 6.454 -0.624
N -0.654 2.096 1.601
C -1.519 2.387 2.325
N -2.539 2.790 3.012
C -2.468 2.834 4.334
N -2.441 2.937 5.501
C -3.285 -1.348 -4.399
C -2.157 -1.786 -3.446
N -2.271 -1.125 -2.157
C -1.751 0.087 -1.856
S -0.691 0.989 -2.799
N -2.133 0.601 -0.669
C -3.211 0.209 0.161
C -4.553 0.812 -0.265
H -3.245 -1.865 -5.381
H -3.167 -0.287 -4.541
H -4.268 -1.497 -3.945
H -1.191 -1.533 -3.895
H -2.133 -2.869 -3.257
H -2.441 -1.726 -1.359
H -1.696 1.481 -0.387
H -2.949 0.491 1.180
H -3.274 -0.862 0.235
H -4.459 1.897 -0.210
H -5.369 0.478 0.369
H -4.802 0.508 -1.306
```

Output
Calculated total energy in eV: -78477.80099
HOMO in eV: -3.576
Max |F| in eV/Å: 1.62
Net charge: -2
Frontier orbital gap in eV: 7.787

Here are the Mulliken charges for atoms 1 to 8, given in e:
1. Bi 1.514
2. O -0.578
3. C -0.611
4. C -0.734
5. N 0.986
6. C -0.745
7. C 0.598
8. O -0.738

***

Record 11
Computed, not measured: C18H10AuCl2N4O2 as an isolated structure, with wB97M-V/def2-TZVPD.

Geometry as XYZ:
```
37
Properties=species:S:1:pos:R:3
Au 0.569 -0.051 -0.157
Cl -5.446 1.102 3.065
C -4.260 0.533 1.985
C -2.938 0.880 2.167
C -1.946 0.417 1.292
N -0.630 0.696 1.427
C -0.022 1.479 2.365
O -0.559 2.075 3.272
C 1.474 1.531 2.175
C 2.255 2.282 3.046
C 3.634 2.285 2.903
C 4.198 1.503 1.906
C 3.358 0.786 1.074
N 2.039 0.815 1.193
C -2.338 -0.413 0.164
C -3.688 -0.755 0.003
C -4.638 -0.305 0.894
Cl -6.273 -0.720 0.667
N -1.360 -0.776 -0.694
C -1.448 -1.561 -1.807
O -2.425 -2.163 -2.193
C -0.153 -1.598 -2.574
C -0.083 -2.335 -3.749
C 1.097 -2.345 -4.477
C 2.157 -1.565 -4.035
C 2.008 -0.851 -2.856
N 0.894 -0.883 -2.138
H -2.652 1.529 2.981
H 1.769 2.857 3.821
H 4.254 2.876 3.561
H 5.264 1.439 1.768
H 3.750 0.164 0.284
H -3.975 -1.375 -0.832
H -0.951 -2.897 -4.057
H 1.179 -2.935 -5.377
H 3.086 -1.506 -4.581
H 2.799 -0.215 -2.485
```

Output
Calculated total energy in eV: -57613.95039
HOMO (spin up / spin down) in eV: -10.608 / -10.528
Max |F| in eV/Å: 3.77
Net charge: +1
Frontier orbital gap (spin up / spin down) in eV: 4.832 / 4.515

Here are the Mulliken charges for atoms 1 to 8, given in e:
1. Au 1.358
2. Cl -0.172
3. C 0.077
4. C -0.676
5. C 0.198
6. N -0.415
7. C 0.622
8. O -0.663

***

Record 12
Computed, not measured: one molecule with the formula C5H5NOS, with wB97M-V/def2-TZVPD.

Geometry as XYZ:
```
13
Properties=species:S:1:pos:R:3
O -2.033 -0.213 -0.589
C -1.009 -0.352 0.048
C -0.894 -1.057 1.350
C 0.265 -0.940 2.076
N 1.336 -0.285 1.656
C 1.370 0.327 0.434
C 0.270 0.220 -0.423
S 0.307 1.000 -2.052
H -1.823 -1.517 1.713
H 0.407 -1.483 3.072
H 2.193 -0.346 2.203
H 2.275 0.954 0.164
H -1.055 0.897 -2.100
```

Output
Calculated total energy in eV: -19638.36835
HOMO in eV: -8.201
Max |F| in eV/Å: 3.56
Structure (SMILES): O=c1cc[nH]cc1S
Frontier orbital gap in eV: 8.534

Here are the Mulliken charges for atoms 1 to 8, given in e:
1. O -0.678
2. C 0.629
3. C -0.677
4. C -0.104
5. N -0.059
6. C -0.346
7. C 0.147
8. S -0.281